Computed, not measured: a molecular structure, C22H26N3O4PbSeTe4, with the ωB97M-V functional and the def2-TZVPD basis.

The gap between HOMO and LUMO is 5.50 eV. As for the energy relative to the best compared isomer or geometry (same formula, charge and spin): 31.1 kcal per mole. Its charge is -1.

Last column: natural (NBO) charge in e.
CARTESIAN COORDINATES (ANGSTROEM)
Pb -0.393 -2.162 1.795  0.50
Te -2.656 -0.256 2.553  -0.51
Te -2.226 -0.119 5.176  0.54
Te -0.566 -4.145 3.860  -0.45
Te 1.481 -2.309 4.010  -0.44
O -0.185 0.740 7.132  -0.62
C 0.126 1.206 6.055  0.77
O -0.588 1.115 4.967  -0.73
C 1.410 1.932 5.802  -0.14
C 2.128 2.418 6.886  -0.14
C 3.318 3.103 6.690  -0.22
C 3.801 3.303 5.408  -0.21
C 3.070 2.804 4.343  0.08
C 1.882 2.119 4.508  -0.17
N 3.583 3.024 2.975  0.52
O 4.587 3.705 2.856  -0.40
O 2.976 2.524 2.056  -0.35
H 1.738 2.240 7.880  0.24
H 3.874 3.481 7.538  0.21
H 4.723 3.833 5.219  0.24
H 1.335 1.736 3.659  0.28
C 2.285 -2.310 -4.633  -0.62
C 0.768 -2.456 -4.601  -0.40
C 0.282 -3.478 -3.576  -0.40
C 0.441 -3.032 -2.125  -0.23
N -0.385 -1.878 -1.809  -0.41
C 0.068 -0.632 -1.485  0.29
Se 1.810 -0.077 -1.434  -0.25
N -1.024 0.120 -1.180  -0.42
C -1.008 1.512 -0.749  -0.24
C -1.593 2.477 -1.774  -0.40
C -0.760 2.693 -3.039  -0.40
C -0.797 1.533 -4.032  -0.61
C -2.169 -0.656 -1.262  0.18
C -3.495 -0.371 -0.981  -0.24
C -4.404 -1.412 -1.106  -0.21
C -3.998 -2.690 -1.492  -0.22
C -2.668 -2.973 -1.771  -0.23
C -1.763 -1.930 -1.656  0.11
H 2.594 -1.621 -5.421  0.21
H 2.763 -3.275 -4.824  0.19
H 2.664 -1.915 -3.690  0.23
H 0.408 -2.757 -5.589  0.20
H 0.309 -1.486 -4.391  0.21
H 0.839 -4.412 -3.698  0.21
H -0.769 -3.716 -3.763  0.20
H 1.469 -2.751 -1.899  0.25
H 0.156 -3.836 -1.442  0.21
H 0.033 1.755 -0.536  0.25
H -1.563 1.566 0.190  0.23
H -1.713 3.434 -1.258  0.21
H -2.600 2.154 -2.056  0.19
H 0.277 2.896 -2.756  0.21
H -1.131 3.594 -3.534  0.19
H -0.190 0.696 -3.689  0.21
H -0.401 1.841 -5.002  0.21
H -1.820 1.179 -4.185  0.20
H -3.805 0.608 -0.643  0.23
H -5.445 -1.233 -0.874  0.22
H -4.731 -3.482 -1.559  0.21
H -2.353 -3.970 -2.044  0.22